This record from OMol25 describes C14H32ClI2N3O6P2 in the gas phase. The level of theory is the ωB97M-V functional and the def2-TZVPD basis.

Calculated values
Highest occupied orbital energy   -8.2 eV
Spin multiplicity   1
LUMO   0.001 hartree
Maximum force   0.649 eV/Å

Atoms and positions in Å:
I -1.4693 3.4137 5.6071
I 3.1826 3.5835 1.9948
Cl 2.3287 1.1750 -0.6975
P -1.3765 -2.7971 -1.9572
P -1.9171 1.2021 -0.2959
O -0.0263 -0.2682 -1.2969
O -1.8231 1.7474 -1.7982
O -3.1155 0.4166 -0.0181
O 0.9805 1.5874 1.5602
O -1.8605 2.5301 0.6196
O -2.0883 -2.9208 -0.4663
N 0.1305 -2.7570 1.9960
N 0.6822 -0.8130 3.2921
N 1.8782 -1.2880 1.2715
C 0.6445 -3.5489 -4.4971
C 1.1387 -1.6848 -2.7370
C 0.8350 -0.6669 -3.8482
C -0.5835 5.1313 3.2506
C -0.2910 0.3237 -0.0431
C -0.7186 3.6527 3.6045
C 0.7984 1.4433 0.1905
C -2.6160 -1.6977 -2.7010
C 1.4538 -3.0949 -3.2722
C 0.0798 -1.6731 -1.6045
C 0.5796 -1.3579 1.9366
C -0.5477 -0.5655 1.1844
C 0.5968 2.8821 3.5145
C 1.1330 2.8754 2.0803
H -0.6823 -2.8223 2.6050
H -2.2042 -1.2293 -3.5960
H 2.0857 -2.1260 0.7445
H -2.9764 -0.9447 -2.0017
H 0.4271 1.8407 3.7910
H 0.5506 -2.1687 -0.7562
H 0.4656 2.4025 -0.2173
H 1.3204 -3.8234 -2.4687
H -1.4704 3.1680 2.9848
H 0.3989 -4.6090 -4.4330
H -1.3295 -1.2526 0.8655
H -1.5617 3.3155 0.1423
H 0.4093 5.5038 3.5121
H 0.5944 3.5769 1.4402
H 2.0489 -1.3328 -2.2404
H 2.5183 -3.1148 -3.5203
H -1.3250 5.7436 3.7581
H 1.2379 0.3132 -3.5941
H 0.8608 -3.3168 2.4302
H -0.7228 5.2826 2.1761
H -0.2351 -0.5360 -4.0148
H -0.9288 1.7902 -2.1656
H 0.9946 -1.5424 3.9238
H 1.2871 -0.9807 -4.7900
H 1.3594 -0.0605 3.3278
H 2.6187 -1.1548 1.9471
H -0.3038 -3.0165 -4.5860
H 1.3180 3.3022 4.2134
H -1.0123 0.0710 1.9391
H 1.2002 -3.3931 -5.4226
H -3.4565 -2.3247 -3.0074
H -1.4960 -3.3917 0.1437

Forces on atoms 1 to 3 (eV/Å):
0.0 0.0 0.0
0.1 0.0 0.0
0.1 0.0 0.0

Charge distribution, Löwdin scheme, values in e: atom 1 (I): 0.83, atom 2 (I): 0.83, atom 3 (Cl): 0.68, atom 4 (P): 0.94, atom 5 (P): 0.52, atom 6 (O): -0.19, atom 7 (O): -0.10, atom 8 (O): -0.22, atom 9 (O): -0.22, atom 10 (O): -0.12, atom 11 (O): -0.33, atom 12 (N): 0.08, atom 13 (N): 0.09, atom 14 (N): 0.10, atom 15 (C): -0.13, atom 16 (C): -0.37, atom 17 (C): -0.05, atom 18 (C): -0.16, atom 19 (C): -0.42, atom 20 (C): -0.79, atom 21 (C): -0.65, atom 22 (C): -0.24, atom 23 (C): -0.25, atom 24 (C): -0.40, atom 25 (C): -0.62, atom 26 (C): -0.07, atom 27 (C): -0.33, atom 28 (C): -0.74, atom 29 (H): 0.09, atom 30 (H): 0.03, atom 31 (H): 0.08, atom 32 (H): 0.02, atom 33 (H): 0.08, atom 34 (H): 0.09, atom 35 (H): 0.09, atom 36 (H): 0.09, atom 37 (H): 0.06, atom 38 (H): 0.07, atom 39 (H): 0.09, atom 40 (H): 0.09, atom 41 (H): 0.08, atom 42 (H): 0.07, atom 43 (H): 0.11, atom 44 (H): 0.11, atom 45 (H): 0.05, atom 46 (H): 0.06, atom 47 (H): 0.08, atom 48 (H): 0.07, atom 49 (H): 0.06, atom 50 (H): 0.09, atom 51 (H): 0.08, atom 52 (H): 0.08, atom 53 (H): 0.06, atom 54 (H): 0.08, atom 55 (H): 0.05, atom 56 (H): 0.07, atom 57 (H): 0.12, atom 58 (H): 0.07, atom 59 (H): 0.04, atom 60 (H): 0.03